No. 1
{
  "formula": "C17H33Cu2N3O20S2",
  "method": "ωB97M-V/def2-TZVPD",
  "homo_energy_ev": [-12.0, -12.0],
  "mol_weight_g_mol": 790.7,
  "max_force_ev_per_a": 4.7,
  "total_charge": 1,
  "spin_multiplicity": 2,
  "species": ["Cu", "Cu", "O", "C", "C", "O", "H", "H", "H", "H", "C", "N", "O", "O", "H", "H", "H", "C", "N", "O", "O", "H", "H", "H", "C", "N", "O", "O", "H", "H", "H", "O", "C", "O", "C", "C", "C", "H", "H", "H", "H", "H", "H", "O", "C", "O", "C", "C", "C", "H", "H", "H", "H", "H", "H", "C", "C", "O", "S", "O", "O", "O", "H", "H", "H", "H", "C", "C", "O", "S", "O", "O", "O", "H", "H", "H", "H"],
  "xyz": [[-2.463, 2.770, -3.644], [-3.954, 0.439, -1.096], [-2.666, -0.089, 0.824], [-1.362, 0.198, 0.408], [-1.101, 1.269, -0.694], [-1.834, 1.267, -1.904], [-0.977, -0.753, 0.039], [-0.734, 0.499, 1.247], [-0.037, 1.454, -0.841], [-1.299, 2.256, -0.276], [-1.544, -1.619, 4.005], [-1.742, -2.882, 3.152], [-2.774, -3.464, 3.240], [-0.834, -3.095, 2.363], [-0.513, -1.527, 4.348], [-2.209, -1.643, 4.868], [-1.744, -0.778, 3.341], [-0.857, -1.532, -3.413], [-0.639, -1.450, -4.878], [-1.348, -2.167, -5.595], [0.277, -0.765, -5.296], [-0.134, -0.865, -2.943], [-0.655, -2.534, -3.032], [-1.901, -1.233, -3.324], [0.306, 2.242, 3.865], [1.414, 1.303, 3.773], [2.495, 1.840, 3.561], [1.180, 0.123, 3.940], [-0.589, 1.622, 3.828], [0.299, 2.953, 3.039], [0.359, 2.743, 4.831], [-1.389, 4.721, -2.948], [-1.162, 4.867, -1.748], [-2.175, 5.081, -0.855], [-1.689, 5.249, 0.498], [-0.220, 5.570, 0.354], [0.175, 4.949, -1.011], [-1.941, 4.443, 1.188], [-2.200, 6.110, 0.927], [0.366, 5.318, 1.237], [-0.007, 6.636, 0.281], [0.559, 3.929, -0.987], [0.830, 5.572, -1.621], [5.337, 1.484, -2.337], [4.560, 1.603, -1.384], [4.892, 0.983, -0.249], [4.075, 1.387, 0.756], [2.783, 1.853, 0.228], [3.295, 2.348, -1.107], [4.581, 2.091, 1.416], [3.817, 0.540, 1.392], [2.319, 2.641, 0.822], [2.091, 1.047, -0.019], [3.619, 3.388, -1.066], [2.566, 2.116, -1.884], [1.323, -2.311, -0.157], [1.703, -3.712, -0.668], [2.898, -3.929, 0.092], [3.762, -2.551, 0.175], [4.707, -2.482, -0.945], [4.207, -2.397, 1.554], [2.493, -1.560, -0.146], [0.782, -2.269, 0.788], [0.760, -1.809, -0.943], [2.061, -3.870, -1.685], [1.041, -4.571, -0.555], [-3.499, -4.749, 0.359], [-2.992, -3.428, -0.128], [-2.167, -3.812, -1.196], [-2.722, -5.117, -2.024], [-1.746, -6.242, -2.130], [-3.491, -4.656, -3.215], [-3.811, -5.450, -0.814], [-4.210, -4.662, 1.181], [-2.594, -5.211, 0.752], [-2.224, -2.985, 0.507], [-3.780, -2.735, -0.423]],
  "forces_ev_per_angstrom": [[1.0, 0.1, 1.3], [1.8, 0.4, 0.0], [0.2, 1.5, -1.0], [0.1, -1.8, -1.1], [-1.2, 2.8, -0.3], [-1.7, -1.4, 0.3], [0.4, -0.1, -0.1], [-0.1, 0.3, 0.4], [0.5, -1.3, -0.3], [-0.6, 0.2, 1.0], [0.1, -0.4, 0.3], [1.6, 2.4, 0.5], [-1.0, -0.9, -0.1], [-0.3, -0.4, -0.1], [-0.1, -0.4, -0.3], [-0.2, -0.1, -0.4], [-0.2, -0.2, 0.0], [0.1, 0.4, 0.0], [0.4, -1.7, -1.7], [0.6, 1.2, 1.2], [-0.5, 0.1, 0.4], [-0.4, 0.3, -0.1], [-0.4, -0.1, -0.5], [0.2, -0.1, 0.6], [-1.7, -0.1, 0.2], [1.2, 0.9, -0.2], [-0.4, -1.1, 0.1], [0.5, 0.2, -0.2], [-0.1, 0.3, 0.1], [0.4, -0.1, 0.2], [0.1, 0.0, -0.2], [0.0, -0.8, 1.3], [-0.8, 0.6, 0.4], [0.4, -0.9, -0.6], [-0.2, 1.4, 0.2], [1.1, 0.1, -0.4], [-0.7, 0.1, -0.2], [0.1, -0.6, -0.6], [-0.2, 0.0, -0.3], [0.1, -0.7, -0.2], [-0.6, 0.2, -0.1], [0.2, 0.0, 0.1], [0.2, -0.2, 0.2], [-2.9, 1.0, 1.7], [3.3, -1.4, -2.3], [1.1, -0.8, -0.8], [-0.8, -1.4, 4.4], [-0.3, 1.0, -1.6], [-0.9, 0.8, -1.4], [0.0, 0.4, -0.1], [0.7, -0.3, 0.2], [-0.1, -0.2, 0.1], [0.0, -0.2, 0.6], [-0.4, 0.3, -0.3], [0.2, 0.7, -0.4], [-1.8, -0.4, -2.1], [0.9, -0.5, 0.1], [1.0, 0.5, 0.9], [2.2, -0.6, -0.1], [-2.3, 0.1, 2.5], [-0.9, -0.1, -2.5], [2.1, -0.2, 0.6], [0.2, -0.4, 0.1], [-0.6, -0.1, 0.1], [-0.5, 1.2, -0.6], [-0.3, 0.4, 0.9], [2.0, 0.4, 1.1], [0.4, 0.3, 0.6], [1.2, -0.9, -2.7], [-1.4, -1.4, -1.2], [-2.5, 3.9, 0.5], [2.4, -1.2, 3.3], [-0.5, -0.6, -1.7], [-0.6, -0.5, -0.8], [-0.1, -0.3, 0.6], [-0.8, 0.2, 0.6], [0.0, 0.1, -0.2]]
}

---

No. 2
{
  "formula": "C18H39F2NO13",
  "method": "ωB97M-V/def2-TZVPD",
  "homo_energy_ev": -7.6,
  "mol_weight_g_mol": 515.5,
  "max_force_ev_per_a": 12.7,
  "spin_multiplicity": 1,
  "species": ["N", "H", "H", "H", "H", "O", "H", "C", "C", "O", "C", "O", "O", "F", "H", "H", "H", "C", "C", "O", "C", "O", "O", "F", "H", "H", "H", "C", "O", "C", "C", "O", "C", "C", "O", "C", "H", "H", "H", "H", "H", "H", "H", "H", "H", "H", "H", "H", "H", "H", "C", "O", "C", "C", "O", "C", "C", "O", "C", "H", "H", "H", "H", "H", "H", "H", "H", "H", "H", "H", "H", "H", "H"],
  "xyz": [[-0.337, -0.033, -0.035], [0.401, -0.056, -0.618], [-0.289, -0.762, 0.743], [-1.220, 0.155, -0.395], [-0.412, 0.952, 0.437], [-2.818, 1.660, -0.387], [-3.419, 1.859, -1.185], [-1.399, 4.659, 1.303], [-1.007, 4.332, -0.146], [0.463, 4.267, 0.020], [0.880, 4.404, 1.343], [2.054, 4.465, 1.636], [-0.132, 4.659, 2.031], [-1.172, 5.447, -0.937], [-2.117, 3.888, 1.624], [-1.874, 5.565, 1.512], [-1.347, 3.383, -0.454], [-3.996, -1.756, -0.488], [-4.802, -2.839, -1.220], [-3.975, -3.927, -1.279], [-2.657, -3.551, -0.943], [-1.629, -4.263, -0.898], [-2.696, -2.233, -0.574], [-4.950, -2.296, -2.455], [-4.100, -1.799, 0.702], [-4.022, -0.895, -1.138], [-5.673, -3.252, -0.868], [3.583, -0.133, 1.153], [2.827, 0.339, 0.114], [3.135, 1.699, -0.399], [2.700, 1.880, -1.807], [1.502, 1.612, -1.876], [0.804, 1.966, -3.055], [-0.308, 1.012, -3.259], [0.036, -0.265, -3.091], [-0.940, -1.225, -3.393], [4.711, -0.282, 1.119], [3.020, -1.097, 1.411], [3.611, 0.381, 2.004], [4.281, 1.884, -0.427], [2.790, 2.664, 0.264], [3.151, 1.121, -2.444], [2.676, 2.947, -2.057], [1.531, 1.686, -3.784], [0.418, 2.926, -2.820], [-0.827, 1.190, -4.386], [-1.086, 1.314, -2.529], [-1.656, -1.160, -2.592], [-0.405, -2.183, -3.126], [-1.369, -1.029, -4.288], [0.253, 1.542, 3.508], [0.012, 0.159, 3.010], [0.195, -0.890, 4.063], [-0.076, -2.229, 3.416], [0.643, -2.307, 2.389], [0.444, -3.427, 1.595], [1.514, -3.486, 0.424], [1.190, -2.431, -0.522], [2.081, -2.313, -1.652], [-0.289, 1.621, 4.431], [-0.046, 2.256, 2.864], [1.107, 1.783, 3.790], [-0.464, -0.697, 4.831], [1.302, -0.896, 4.389], [-1.155, -2.301, 3.121], [0.294, -2.833, 4.172], [-0.502, -3.544, 1.185], [0.761, -4.486, 2.048], [1.515, -4.299, -0.149], [2.586, -3.407, 0.711], [1.974, -3.279, -2.139], [3.021, -2.269, -1.469], [1.677, -1.575, -2.107]],
  "forces_ev_per_angstrom": [[-1.7, 2.0, 6.7], [3.3, -0.2, -2.9], [0.0, 1.2, -1.4], [-3.2, -0.5, -2.0], [1.2, -2.0, -0.4], [-0.4, 0.1, -1.8], [1.5, -0.5, 1.9], [0.3, -2.1, -0.2], [3.4, 2.9, 2.3], [-0.2, -1.1, -0.3], [3.0, 0.8, -4.3], [-1.5, -0.7, 0.1], [-3.9, 0.4, 3.5], [-0.6, -1.1, -0.2], [0.8, -0.2, 0.4], [-0.4, 1.7, -0.2], [-1.1, -0.9, -1.3], [-0.9, -1.2, 3.0], [2.1, 1.5, -0.1], [3.2, -1.1, 0.1], [2.4, -1.2, 0.5], [-4.6, 2.6, -0.5], [2.4, -2.3, -1.0], [-0.7, -0.3, -1.2], [-0.9, 1.2, -2.7], [-0.5, 1.0, 1.1], [-2.5, -0.1, 0.9], [0.5, -4.3, -0.8], [0.0, 3.0, -2.1], [2.8, 1.8, 2.6], [6.2, 1.5, 0.6], [-12.1, -3.5, 1.2], [1.2, -2.1, 0.9], [-4.0, 2.4, -1.9], [2.2, -1.5, -0.1], [2.2, -1.2, 4.5], [-1.0, -0.3, -1.5], [1.3, 0.9, -0.2], [-1.0, 3.0, 3.6], [-1.5, -0.7, 0.3], [0.2, -2.8, -1.1], [1.9, 0.5, -0.7], [2.3, 0.5, -0.4], [0.6, 1.3, -1.5], [-0.1, 1.4, -1.1], [1.4, -0.2, 2.6], [-0.3, -0.2, -0.2], [-1.0, 0.1, 0.1], [-0.8, 0.6, -1.3], [-1.2, -0.1, -3.1], [-6.9, -5.6, 0.2], [0.8, 0.6, 1.3], [2.6, 1.7, -3.0], [-4.6, 3.0, 4.2], [4.6, -0.9, -7.0], [5.1, -3.4, -0.9], [-0.5, 5.0, 1.2], [0.7, 0.4, 1.3], [-4.6, -6.3, 2.6], [-1.0, 0.3, 0.4], [-1.5, 1.9, -2.6], [8.6, 1.2, 1.9], [-1.3, 0.4, 2.0], [-1.6, 0.2, -0.3], [0.3, -0.3, 0.9], [-0.3, -2.4, 1.8], [-2.0, 0.2, -0.6], [-1.0, 2.1, 0.3], [-0.8, -4.2, -1.8], [-0.6, 0.4, 0.7], [-0.2, -0.1, -1.0], [6.3, 1.1, 1.9], [-2.0, 4.9, -3.8]]
}

---

No. 3
{
  "formula": "C17H24N2O6S",
  "method": "ωB97M-V/def2-TZVPD",
  "homo_energy_ev": -9.5,
  "mol_weight_g_mol": 384.5,
  "max_force_ev_per_a": 4.2,
  "spin_multiplicity": 1,
  "species": ["C", "C", "O", "N", "C", "C", "C", "C", "C", "C", "C", "C", "C", "C", "C", "O", "S", "O", "O", "O", "C", "C", "C", "C", "N", "O", "H", "H", "H", "H", "H", "H", "H", "H", "H", "H", "H", "H", "H", "H", "H", "H", "H", "H", "H", "H", "H", "H", "H", "H"],
  "xyz": [[3.442, 3.908, 0.427], [2.463, 4.832, -0.368], [2.900, 5.891, -0.763], [1.067, 4.541, -0.646], [0.843, 3.148, -1.102], [-0.697, 2.753, -1.127], [-1.001, 1.522, -2.085], [-1.544, 0.242, -1.349], [-0.471, -0.562, -0.495], [-0.793, -0.422, 1.030], [-1.762, -1.284, 1.692], [-2.061, -1.208, 3.137], [-1.368, -0.231, 3.969], [-0.421, 0.673, 3.314], [-0.130, 0.595, 1.882], [0.833, 0.054, -0.799], [1.526, -0.798, -2.050], [2.753, -1.515, -1.688], [1.899, -0.027, -3.228], [0.244, -1.829, -2.337], [-0.183, -2.066, -0.937], [-1.419, -3.020, -1.120], [-1.411, -4.361, -0.268], [-0.423, -4.400, 0.943], [0.972, -4.734, 0.652], [-0.711, -4.222, 2.103], [3.897, 4.474, 1.287], [4.297, 3.522, -0.197], [2.951, 3.001, 0.882], [0.462, 4.717, 0.162], [1.309, 2.467, -0.322], [1.366, 2.951, -2.071], [-1.222, 3.668, -1.530], [-1.036, 2.533, -0.083], [-1.834, 1.865, -2.768], [-0.126, 1.336, -2.761], [-2.405, 0.553, -0.698], [-1.973, -0.460, -2.126], [-2.335, -2.071, 1.140], [-2.800, -1.925, 3.573], [-1.597, -0.228, 5.060], [0.086, 1.425, 3.974], [0.600, 1.314, 1.446], [0.772, -2.447, -0.496], [-1.445, -3.331, -2.204], [-2.366, -2.435, -0.965], [-1.297, -5.264, -0.934], [-2.447, -4.466, 0.170], [1.538, -3.972, 1.050], [1.055, -4.703, -0.374]],
  "forces_ev_per_angstrom": [[-0.2, -1.0, 0.5], [0.7, 1.1, 0.0], [-0.3, -0.8, 0.4], [0.1, -1.0, -0.1], [-0.1, -1.3, 1.5], [0.9, 0.6, -0.8], [-0.6, 0.7, -0.1], [-0.3, -0.5, -0.7], [-0.6, 0.1, 1.0], [0.2, 0.4, 2.6], [0.3, 0.7, 1.1], [1.6, 1.4, -1.1], [-0.1, -0.7, -2.6], [-0.8, -1.2, -0.6], [-1.3, -1.3, 0.9], [0.7, -1.6, -1.3], [3.4, -0.2, -2.5], [-2.8, 0.1, 1.6], [-2.7, 0.1, 1.5], [2.1, 1.9, 1.1], [-1.3, 0.5, -1.4], [0.3, -0.3, -0.1], [-1.1, -0.2, 0.6], [1.5, -0.7, 0.3], [-1.9, 1.4, -1.2], [-0.6, 0.2, -0.9], [-0.5, -0.3, -1.0], [-1.0, 0.6, 0.4], [0.4, 0.9, -0.5], [0.4, 0.2, -0.2], [-0.3, 0.4, -1.1], [-0.6, 0.3, 0.7], [0.3, -1.0, 0.6], [0.2, 0.3, -0.8], [0.8, -0.6, 0.7], [-0.8, -0.1, 0.7], [0.9, -0.4, -0.5], [0.5, 0.7, 0.7], [0.8, 0.9, 0.5], [0.9, 0.8, -0.5], [0.4, 0.3, -1.1], [-0.4, -0.7, -1.0], [-0.6, -0.8, 0.3], [-1.3, 0.0, 0.6], [0.2, 0.5, 1.1], [1.0, -0.6, 0.1], [0.3, 1.0, 0.7], [1.2, 0.0, -0.3], [0.0, -0.8, 0.0], [0.5, -0.2, 0.6]]
}